Density functional theory data (the ωB97M-V functional and the def2-TZVPD basis) for a 10-piece molecular cluster, C44H78N9O3 overall.

Computed properties:
HOMO energy = -0.1856 Eh
Total charge = -1
Kohn-Sham gap = 6.828 eV

Structure (XYZ):
```
134
Properties=species:S:1:pos:R:3:forces:R:3
C 6.004 -3.296 -3.770 -0.7 0.5 -0.3
C 4.729 -3.160 -3.020 0.3 -0.3 0.1
O 4.045 -2.054 -3.519 0.0 0.5 -0.3
C 3.185 -1.449 -2.582 0.4 0.1 0.1
C 2.012 -0.887 -3.287 0.1 0.1 -0.6
C 1.338 -1.884 -4.173 -1.1 -0.3 0.4
C 0.091 -2.505 -3.556 0.1 0.0 -0.5
C 0.001 -3.981 -3.799 0.1 1.0 0.2
C 0.968 -4.788 -2.974 0.5 2.6 0.7
O 1.792 -4.125 -2.268 -0.1 -0.6 -0.1
O 0.820 -5.980 -3.065 0.1 -3.4 0.1
H 6.498 -2.362 -3.704 1.0 0.9 0.1
H 5.750 -3.422 -4.798 0.0 -0.4 -1.0
H 6.609 -4.084 -3.399 0.6 -0.8 0.3
H 4.141 -4.039 -3.125 -0.8 -0.9 0.0
H 4.945 -3.056 -1.973 0.0 0.2 0.8
H 3.721 -0.639 -2.118 0.4 0.6 0.5
H 2.880 -2.139 -1.829 -0.2 -0.8 0.5
H 1.327 -0.466 -2.583 -0.6 0.3 0.6
H 2.376 -0.076 -3.875 0.3 0.9 -0.6
H 1.991 -2.687 -4.401 0.9 -0.6 -0.3
H 1.053 -1.435 -5.096 -0.1 0.5 -0.9
H 0.087 -2.301 -2.512 -0.1 0.1 1.1
H -0.781 -2.050 -3.976 -0.8 0.6 -0.3
H -0.995 -4.336 -3.639 -0.7 -0.5 0.1
H 0.255 -4.158 -4.819 0.0 -0.4 -1.0
C 11.060 -4.201 -6.553 0.0 0.0 0.0
C 10.620 -5.414 -5.742 0.1 0.1 -0.1
C 9.264 -5.212 -5.055 0.1 -0.2 -0.2
C 9.300 -4.097 -4.124 -0.1 -0.2 -0.2
N 9.337 -3.218 -3.396 0.2 0.5 0.4
H 11.193 -3.327 -5.915 0.0 0.0 0.0
H 12.010 -4.395 -7.050 0.0 0.0 0.0
H 10.324 -3.952 -7.319 0.0 0.0 0.0
H 11.375 -5.644 -4.990 0.0 0.0 0.0
H 10.547 -6.283 -6.397 0.0 0.0 0.0
H 8.976 -6.105 -4.501 -0.1 -0.1 0.0
H 8.486 -5.013 -5.791 -0.1 0.0 0.0
C -1.000 -5.473 2.168 -0.1 0.0 -0.1
C -0.748 -5.189 0.690 0.0 0.0 0.2
C 0.437 -4.248 0.439 -0.5 -0.3 0.0
C 0.217 -2.953 1.060 0.1 0.7 0.4
N 0.041 -1.931 1.568 0.0 -0.4 -0.2
H -1.253 -4.562 2.715 0.1 0.0 0.0
H -1.828 -6.173 2.288 0.0 0.0 0.0
H -0.118 -5.914 2.637 0.0 0.0 0.0
H -1.648 -4.761 0.246 0.0 0.0 -0.1
H -0.554 -6.123 0.168 0.0 0.0 -0.1
H 0.586 -4.104 -0.633 0.3 0.0 0.0
H 1.358 -4.671 0.839 0.1 0.0 0.0
C -0.315 1.794 2.585 0.1 0.1 0.1
C 0.981 1.379 3.263 -0.1 0.0 -0.1
C 1.600 2.487 4.128 -0.1 -0.4 -0.1
C 1.926 3.670 3.346 0.2 0.7 -0.3
N 2.185 4.609 2.730 -0.1 -0.4 0.3
H -0.151 2.617 1.887 0.0 0.1 0.0
H -0.713 0.960 2.017 -0.1 -0.1 -0.1
H -1.068 2.110 3.309 0.0 0.0 0.0
H 1.699 1.065 2.505 0.1 0.0 0.0
H 0.796 0.512 3.899 0.1 0.0 0.0
H 2.515 2.130 4.599 0.0 0.0 0.1
H 0.908 2.785 4.917 0.0 0.0 0.0
C -3.097 -1.550 2.190 -0.2 0.1 0.0
C -4.522 -1.307 2.673 0.1 -0.1 0.0
C -5.148 -0.002 2.152 0.0 -0.3 0.1
C -4.391 1.172 2.566 0.5 0.7 0.2
N -3.800 2.107 2.894 -0.3 -0.6 -0.2
H -2.424 -0.771 2.539 0.1 0.1 0.0
H -2.721 -2.497 2.572 0.0 0.0 0.0
H -3.037 -1.584 1.103 0.0 0.0 0.0
H -4.532 -1.289 3.764 -0.1 0.0 0.0
H -5.161 -2.134 2.362 -0.1 0.0 0.0
H -6.163 0.103 2.534 -0.1 0.1 0.0
H -5.199 -0.002 1.063 0.0 0.0 -0.1
C 1.808 4.486 -0.735 0.0 0.0 -0.1
C 2.912 4.818 -1.730 -0.1 -0.1 0.1
C 2.624 6.086 -2.545 0.2 -0.1 0.2
C 1.406 5.973 -3.334 -0.7 0.0 -0.4
N 0.438 5.884 -3.952 0.4 0.1 0.3
H 0.867 4.272 -1.245 0.0 0.0 0.0
H 2.073 3.605 -0.154 0.0 0.0 0.1
H 1.643 5.306 -0.037 0.0 0.0 0.1
H 3.059 3.978 -2.407 0.0 0.0 -0.1
H 3.851 4.965 -1.195 0.0 0.0 0.0
H 3.447 6.295 -3.229 0.0 0.1 0.0
H 2.514 6.943 -1.881 0.0 0.1 0.0
C -1.035 -8.450 -4.369 -0.1 0.0 0.1
C -1.479 -9.764 -3.735 0.1 0.1 -0.1
C -2.812 -9.665 -2.980 0.2 -0.1 -0.2
C -2.767 -8.728 -1.867 0.0 0.5 0.6
N -2.736 -8.008 -0.967 0.0 -0.3 -0.4
H -0.843 -7.673 -3.628 0.1 0.0 0.0
H -0.107 -8.588 -4.919 0.0 0.0 0.0
H -1.791 -8.081 -5.068 0.0 0.0 0.0
H -0.706 -10.118 -3.053 0.0 0.0 0.1
H -1.593 -10.524 -4.512 -0.1 -0.1 0.1
H -3.092 -10.637 -2.574 -0.1 -0.1 0.0
H -3.605 -9.345 -3.657 -0.1 0.0 0.0
C 2.227 4.166 8.994 0.0 0.0 0.0
C 1.460 3.313 7.991 0.1 0.2 0.1
C 0.613 2.222 8.657 0.0 0.2 -0.2
C 1.436 1.301 9.426 0.4 -0.6 0.5
N 2.089 0.577 10.041 -0.3 0.4 -0.3
H 2.938 3.566 9.562 0.0 0.0 0.0
H 2.789 4.945 8.482 0.0 0.0 0.0
H 1.549 4.649 9.699 0.0 0.0 0.0
H 2.163 2.853 7.296 0.0 -0.1 0.0
H 0.802 3.952 7.401 -0.1 -0.1 0.0
H 0.070 1.646 7.909 -0.1 0.0 0.0
H -0.118 2.667 9.332 -0.1 0.0 0.0
C -6.678 3.931 3.334 -0.1 0.0 -0.1
C -6.730 5.201 2.494 0.1 -0.1 0.1
C -7.670 6.278 3.050 0.2 -0.2 -0.1
C -9.044 5.801 3.116 -0.8 -0.2 0.1
N -10.125 5.406 3.167 0.5 0.2 -0.1
H -7.654 3.442 3.375 0.0 0.1 0.0
H -5.969 3.231 2.903 0.0 0.0 0.1
H -6.361 4.146 4.355 0.0 0.0 0.0
H -7.036 4.949 1.478 0.0 0.0 0.0
H -5.727 5.626 2.430 0.0 0.1 0.0
H -7.644 7.162 2.422 0.0 0.2 0.0
H -7.362 6.576 4.052 0.0 0.1 0.0
C -7.378 9.051 -1.226 0.0 0.1 0.0
C -6.373 10.163 -0.948 -0.1 -0.1 -0.1
C -5.403 9.819 0.189 0.0 0.1 -0.3
C -6.109 9.590 1.439 -0.4 -0.2 0.7
N -6.691 9.408 2.417 0.3 0.1 -0.5
H -8.015 8.865 -0.361 0.0 0.0 0.0
H -8.026 9.320 -2.059 0.0 0.0 0.0
H -6.872 8.119 -1.482 0.0 0.0 0.0
H -6.904 11.083 -0.702 0.0 0.0 0.0
H -5.790 10.362 -1.848 0.1 0.0 0.0
H -4.690 10.627 0.348 0.1 0.0 0.0
H -4.837 8.918 -0.052 0.1 0.0 0.0
```
Forces are in eV/Å.

These are the Löwdin partial charges, in e, on atoms 1 to 5: -0.09, -0.30, -0.13, -0.24, -0.18